1.
{
  "formula": "C29H23CuN3O4S2Te",
  "method": "ωB97M-V/def2-TZVPD",
  "multiplicity": 2,
  "charge": 2,
  "homo_lumo_gap_ev": [6.3819, 4.6099],
  "fmax_ha_per_bohr": 0.0077,
  "de_lowest_kcal_mol": 18.9,
  "elements": ["Te", "Cu", "S", "S", "O", "O", "O", "O", "N", "N", "N", "C", "C", "C", "C", "C", "C", "C", "C", "C", "C", "C", "C", "C", "C", "C", "C", "C", "C", "C", "C", "C", "C", "C", "C", "C", "C", "C", "C", "C", "H", "H", "H", "H", "H", "H", "H", "H", "H", "H", "H", "H", "H", "H", "H", "H", "H", "H", "H", "H", "H", "H", "H"],
  "positions_angstrom": [[2.250, 0.336, 1.842], [-0.147, -0.047, 1.012], [0.856, -5.625, -0.364], [-1.450, 5.631, 0.137], [0.767, -2.528, 2.311], [-1.906, 3.032, 3.447], [-0.676, -3.911, 3.323], [-0.079, 2.194, 2.578], [-0.862, -0.381, 3.071], [0.106, -1.295, -0.638], [-0.436, 1.387, -0.513], [-1.456, 0.641, 3.705], [0.778, -4.754, -1.856], [-0.710, 2.678, -0.451], [-0.660, 2.921, -2.808], [2.887, 2.132, 0.923], [0.076, -0.424, -4.236], [0.014, -0.594, -1.793], [1.161, -7.105, -1.155], [-0.370, 1.553, -2.909], [0.982, -5.606, -2.903], [-1.029, -1.608, 3.583], [-0.225, -2.721, 2.969], [1.203, -6.951, -2.504], [-1.102, 2.015, 3.186], [-0.840, 3.514, -1.576], [0.345, -2.593, -0.697], [-1.141, 4.939, -1.415], [-0.269, 0.813, -1.727], [0.179, -1.212, -3.037], [-1.545, 7.183, -1.875], [-1.817, -1.867, 4.693], [3.591, -0.879, 0.744], [-2.442, -0.809, 5.324], [-2.242, 0.467, 4.831], [0.516, -3.312, -1.890], [-1.232, 5.898, -2.385], [-0.186, 0.895, -4.175], [0.434, -2.589, -3.063], [-1.690, 7.182, -0.523], [3.612, -0.548, -0.292], [-1.655, 8.069, -2.485], [-2.724, 2.789, 3.895], [-1.919, -2.878, 5.060], [-0.269, 1.487, -5.079], [-1.923, 8.017, 0.121], [1.384, -7.765, -3.192], [2.987, 1.975, -0.149], [0.569, -3.076, -4.021], [-0.814, 3.099, 0.540], [4.573, -0.769, 1.198], [3.261, -1.914, 0.814], [-3.053, -0.973, 6.202], [-1.072, 5.710, -3.439], [2.153, 2.906, 1.133], [0.984, -5.297, -3.941], [3.848, 2.400, 1.357], [-2.675, 1.310, 5.353], [0.208, -0.921, -5.191], [0.429, -3.107, 0.248], [-0.091, -4.607, 2.983], [-0.738, 3.504, -3.719], [1.295, -8.011, -0.580]],
  "forces_ev_per_a": [[0.363, 0.051, 0.149], [0.097, -0.106, 0.148], [-0.002, 0.072, 0.092], [0.020, -0.090, 0.083], [-0.029, 0.130, -0.163], [0.027, 0.038, -0.033], [-0.125, -0.050, -0.042], [0.130, -0.051, -0.266], [-0.209, -0.024, -0.243], [-0.009, 0.011, 0.075], [-0.057, -0.017, 0.135], [0.039, -0.019, -0.025], [-0.034, -0.012, 0.110], [0.066, -0.036, 0.089], [0.020, 0.012, -0.106], [-0.140, 0.069, -0.036], [0.014, -0.078, -0.021], [-0.002, -0.102, -0.018], [0.003, -0.049, 0.039], [-0.010, 0.013, -0.064], [0.037, -0.039, -0.191], [-0.063, 0.105, -0.110], [0.232, 0.068, 0.219], [0.007, 0.002, -0.117], [-0.027, -0.033, 0.156], [0.011, 0.081, -0.028], [0.033, 0.036, 0.078], [-0.048, -0.015, 0.122], [-0.030, 0.092, -0.007], [-0.004, 0.002, -0.044], [0.016, -0.004, -0.099], [-0.020, -0.087, 0.052], [-0.150, -0.113, -0.065], [-0.070, -0.028, 0.125], [-0.034, 0.081, 0.040], [0.032, -0.060, -0.089], [0.043, 0.068, -0.185], [-0.016, 0.092, -0.011], [0.024, -0.041, -0.102], [-0.015, 0.051, 0.040], [-0.013, -0.021, 0.014], [0.008, -0.056, 0.014], [-0.094, -0.071, 0.003], [0.017, 0.043, -0.033], [0.008, -0.042, 0.047], [0.010, -0.069, -0.031], [-0.017, 0.078, 0.051], [-0.026, -0.022, 0.014], [-0.019, 0.015, 0.023], [-0.007, -0.032, 0.054], [-0.010, 0.014, -0.011], [0.007, 0.045, 0.015], [0.023, 0.011, -0.039], [-0.024, 0.003, 0.069], [0.014, -0.042, 0.030], [-0.010, -0.023, 0.084], [-0.007, -0.023, -0.002], [0.016, 0.041, -0.023], [-0.007, 0.035, 0.044], [-0.007, 0.035, 0.049], [0.048, -0.003, -0.049], [-0.018, -0.022, 0.040], [-0.015, 0.084, -0.049]],
  "mulliken_charge": [0.73, -0.53, -0.14, -0.11, -0.49, -0.40, -0.46, -0.39, 0.21, -0.34, -0.56, 1.01, 0.38, 0.00, -0.65, -1.01, -1.09, -0.01, -0.34, 1.06, -0.49, 0.79, 0.01, -0.62, 0.63, 0.53, 0.18, 0.35, -0.23, 1.06, -0.62, -0.69, -1.01, -0.74, -0.93, 0.47, -0.50, -1.06, -0.64, -0.36, 0.35, 0.41, 0.31, 0.54, 0.48, 0.45, 0.42, 0.36, 0.45, 0.30, 0.41, 0.29, 0.48, 0.36, 0.28, 0.38, 0.42, 0.38, 0.48, 0.21, 0.38, 0.45, 0.45]
}

2.
{
  "formula": "C2H3F2OP",
  "method": "ωB97M-V/def2-TZVPD",
  "multiplicity": 3,
  "homo_lumo_gap_ev": [6.5862, 8.2762],
  "fmax_ha_per_bohr": 0.1124,
  "de_lowest_kcal_mol": 71.0,
  "elements": ["P", "F", "F", "O", "C", "C", "H", "H", "H"],
  "positions_angstrom": [[1.286, -1.056, -0.515], [0.987, 1.640, -0.232], [-0.299, 0.633, -1.773], [-0.941, -0.289, 1.760], [-1.027, 0.452, 0.869], [0.373, 0.512, -0.572], [1.347, -1.315, 1.010], [0.118, -1.641, -0.979], [-1.844, 1.064, 0.432]],
  "forces_ev_per_a": [[1.255, -0.162, 1.374], [-0.358, -0.441, -0.654], [0.958, 0.435, 1.403], [0.368, -3.727, 3.025], [-0.394, 5.069, -2.745], [-1.236, 0.190, -0.101], [-0.675, 0.380, -2.207], [-0.363, -0.812, 0.397], [0.444, -0.932, -0.491]],
  "mulliken_charge": [-0.08, -0.15, -0.21, -0.37, -0.21, 0.46, 0.11, 0.08, 0.37]
}